C22H26BrF3O15PS | ωB97M-V with the def2-TZVPD basis set

ORCA input file:
```
! wB97M-V def2-TZVPD RIJCOSX def2/J DEFGRID3
* xyz -1 1
C -3.1235 5.2643 -0.0711
C -4.3793 4.5678 -0.8426
O -3.9241 3.2526 -1.2196
C -4.9691 2.2412 -1.0844
P -5.0541 1.3639 0.6080
O -3.8829 2.3863 1.4420
C -2.6827 1.6305 1.7923
S -3.0602 1.1652 3.5631
O -1.8169 0.8743 4.3897
O -3.9018 -0.0990 3.6196
C -3.9411 2.5853 4.4526
F -5.2675 2.7783 4.0147
F -3.1761 3.7832 4.3367
F -4.0438 2.2344 5.8382
C -2.5024 0.4182 0.7067
C -1.6245 -0.7846 1.3017
C -0.2193 -0.3445 1.9391
O 0.1896 -1.3322 2.9424
C -1.7364 0.7681 -0.6771
C -2.3008 -0.0424 -1.9428
O -2.5691 -1.2656 -1.9429
Br -2.5678 0.9199 -3.6988
O -3.8710 0.1225 0.2915
H -3.2303 6.4010 -0.0533
H -2.1935 4.9213 -0.6714
H -2.9810 4.8063 0.9762
H -4.7656 5.2061 -1.7077
H -5.2052 4.4787 -0.0371
H -5.9760 2.7694 -1.2760
H -4.8259 1.4506 -1.9046
H -6.0660 0.5315 -0.0550
H -6.2086 2.2406 0.8425
H -5.5344 0.6844 1.8001
H -1.8567 2.4014 1.5939
H -2.2128 -1.3787 2.0961
H -1.4419 -1.5233 0.4392
H -0.2117 0.6871 2.4264
H 0.5475 -0.3080 1.0727
H -0.1440 -1.0159 3.8198
H -0.6052 0.5260 -0.6391
H -1.7887 1.8926 -0.9395
C 0.5617 -3.2016 -2.9875
C 1.2035 -4.1962 -3.6039
C 2.6776 -4.1524 -3.8218
O 3.2346 -5.0882 -4.3723
C 3.4057 -2.9653 -3.3618
C 2.7636 -1.9695 -2.7489
C 1.2945 -2.0260 -2.5068
O 0.7439 -1.1068 -1.9276
O 3.4256 -0.8587 -2.3182
O 0.5369 -5.2943 -4.0588
H -0.5079 -3.2211 -2.8206
H 4.4707 -2.9382 -3.5417
H 2.7418 -0.2918 -1.9094
H 1.2204 -5.8639 -4.4619
C 6.1776 -1.0664 -0.5278
C 6.2917 -2.3952 -0.5734
C 7.0677 -3.1443 0.4557
O 7.1350 -4.3600 0.3931
C 7.7309 -2.3736 1.5129
C 7.6195 -1.0444 1.5565
C 6.8209 -0.2983 0.5430
O 6.7265 0.9144 0.6248
O 8.2316 -0.3153 2.5303
O 5.7019 -3.1231 -1.5634
H 5.6156 -0.5117 -1.2670
H 8.3053 -2.9273 2.2432
H 7.9977 0.6150 2.3432
H 5.9308 -4.0542 -1.3723
*
```

Output
* orbital gap: 3.978 eV
* energy relative to the best compared isomer or geometry (same formula, charge and spin): 76.34 kcal/mol
* HOMO energy: -4.37 eV
* E_LUMO: -0.4 eV
* electronic energy: -152261.0609 eV